# 1
# C16H29ClN3O7S

7 unconnected molecules or ions with the total composition C16H29ClN3O7S in a non-equilibrium geometry (the ωB97M-V functional and the def2-TZVPD basis, the OMol25 dataset).

Geometry as XYZ:
```
57
Properties=species:S:1:pos:R:3:nbo_charge:R:1
Cl 3.8423 -18.0379 -0.4325 2.592
O 3.3452 -18.4310 -1.7346 -0.882
O 4.6683 -19.0923 0.0358 -0.911
O 4.6355 -16.8809 -0.6707 -0.916
O 2.8793 -17.7604 0.5638 -0.870
C 1.4715 -14.1226 0.5830 -0.253
O 1.8691 -14.1756 -0.7951 -0.740
H 0.7796 -13.2886 0.7004 0.168
H 0.7760 -14.9464 0.7436 0.174
H 2.3093 -14.0896 1.2795 0.172
H 2.3798 -14.9786 -0.9207 0.479
C 7.2194 -18.8116 3.0734 -0.257
O 5.7746 -19.1031 3.0278 -0.726
H 7.7728 -19.3184 2.2828 0.159
H 7.4302 -17.7454 2.9905 0.174
H 7.6254 -19.1885 4.0121 0.170
H 5.4983 -18.5417 2.2998 0.479
N 7.8941 -16.6903 -0.2435 -0.512
C 8.9564 -15.8124 -0.4974 -0.079
C 10.1449 -16.4622 -0.1224 -0.325
C 9.7848 -17.7877 0.2130 -0.309
C 8.4030 -17.9431 0.0982 -0.074
H 6.9420 -16.4509 -0.4810 0.444
H 8.6486 -14.8861 -0.9596 0.208
H 11.1298 -16.0227 -0.1784 0.215
H 10.4863 -18.5710 0.4594 0.212
H 7.7789 -18.8143 0.2321 0.215
N -0.1256 -18.7034 2.2504 -0.503
C -0.9764 -18.3398 1.2525 -0.077
C -2.1085 -17.7761 1.8396 -0.310
C -2.0547 -18.0666 3.2377 -0.329
C -0.7739 -18.5149 3.4226 -0.064
H 0.8552 -18.8976 2.1078 0.438
H -0.6741 -18.3591 0.2158 0.209
H -2.8849 -17.3068 1.2537 0.213
H -2.8066 -17.8182 3.9722 0.219
H -0.1630 -18.8063 4.2641 0.201
N 6.4490 -22.0810 0.1731 -0.508
C 5.8372 -22.9635 -0.6813 -0.050
C 6.0903 -24.3514 -0.1699 -0.325
C 6.9476 -24.3009 0.9477 -0.311
C 7.2356 -22.9228 1.0686 -0.094
H 6.4530 -21.0712 0.1561 0.443
H 5.3811 -22.6660 -1.6140 0.216
H 5.8281 -25.2897 -0.6360 0.207
H 7.4064 -25.1159 1.4876 0.222
H 7.7334 -22.5557 1.9540 0.198
C 1.3715 -18.6046 -4.7784 -0.824
S -0.1161 -19.6710 -4.5987 1.170
O -0.1346 -20.8475 -5.5567 -0.971
C 0.0668 -20.2630 -2.8842 -0.827
H 1.2937 -17.7017 -4.1728 0.247
H 1.7197 -18.3720 -5.7848 0.243
H 2.1356 -19.1966 -4.2746 0.235
H 0.9635 -20.8799 -2.9420 0.232
H -0.8224 -20.8630 -2.6908 0.238
H 0.3390 -19.5489 -2.1069 0.256
```

Values from the calculation:
- Energy relative to the best compared isomer or geometry (same formula, charge and spin): 1.255 eV
- Molecular weight: 442.94 g mol⁻¹
- Total charge: -1



# 2
# C24H58P2PbSi4

A molecular structure, C24H58P2PbSi4 in a non-equilibrium geometry (the ωB97M-V functional and the def2-TZVPD basis, the OMol25 dataset).

Geometry as XYZ:
```
89
Properties=species:S:1:pos:R:3:lowdin_charge:R:1
P -0.2340 -2.9463 -4.6979 0.941
P -0.1657 1.1796 -4.6363 0.816
C -0.6697 -1.5167 -5.7537 -0.303
C 0.1803 -0.2100 -5.7821 -0.297
H -1.7396 -1.2755 -5.6175 0.079
H -0.5894 -1.9549 -6.7666 0.092
H 1.2619 -0.4346 -5.8040 0.083
H -0.0230 0.2621 -6.7594 0.094
C -1.6179 2.0436 -5.3246 -0.214
H -1.9274 2.8597 -4.6575 0.057
H -2.4699 1.3620 -5.4590 0.053
H -1.3526 2.4755 -6.2978 0.036
C 1.1606 2.3863 -4.9270 -0.198
H 0.8571 3.0473 -5.7493 0.033
H 2.0907 1.8734 -5.2093 0.059
H 1.3511 3.0042 -4.0403 0.053
C -1.4775 -4.2285 -4.9443 -0.181
H -1.5099 -4.8826 -4.0621 0.061
H -1.2028 -4.8269 -5.8249 0.053
H -2.4655 -3.7760 -5.1008 0.061
C 1.3172 -3.6095 -5.3754 -0.177
H 2.0900 -2.8315 -5.4724 0.062
H 1.1118 -4.0326 -6.3719 0.054
H 1.6987 -4.4076 -4.7229 0.068
Pb -1.1475 -1.1089 1.6211 0.893
C 0.4567 1.0360 -2.6088 -0.336
C -0.8881 0.6898 -3.0447 -0.399
C -1.6785 -0.6429 -2.8554 -0.176
C -1.0941 -1.8536 -2.1225 -0.196
C -0.0754 -2.7848 -2.9083 -0.466
C 1.2826 -2.3791 -2.5715 -0.316
C 1.7898 -1.1128 -3.0285 -0.288
C 1.5096 0.1218 -2.1104 -0.228
C 0.0974 -2.6956 2.5132 -0.436
H 0.5912 2.0765 -2.2845 0.083
H -1.5962 1.5032 -2.8106 0.104
H -2.1073 -0.9577 -3.8197 0.068
H -2.5682 -0.3502 -2.2635 0.107
H -0.6297 -1.5412 -1.1716 0.022
H -1.9428 -2.4952 -1.8261 0.096
H -0.2449 -3.8170 -2.5359 0.113
H 1.9075 -3.0517 -1.9937 0.051
H 1.3394 -0.8875 -4.0145 0.042
H 2.8816 -1.2129 -3.1932 0.105
H 1.3064 -0.2173 -1.0745 0.085
H 2.4587 0.6803 -2.0573 0.096
H 0.7898 -2.3594 3.2969 -0.055
H 0.6313 -3.1111 1.6424 -0.025
H -0.6283 -3.4297 2.8992 -0.027
C -3.3060 0.9496 4.3701 -0.226
Si -1.6877 0.2865 5.0699 0.278
C -1.2198 1.2192 6.6367 -0.214
C -1.8646 -1.5459 5.4671 -0.220
Si -0.0530 0.5706 3.4527 0.221
Si -0.2385 2.7166 2.5964 0.285
C -0.6606 3.9090 3.9918 -0.226
C 1.4015 3.1845 1.8042 -0.222
C -1.5952 2.7565 1.2883 -0.237
Si 2.0069 0.3563 4.4775 0.313
C 2.3558 1.8851 5.5253 -0.212
C 2.0272 -1.1721 5.5763 -0.220
C 3.2924 0.1898 3.1145 -0.220
H -4.0422 0.9325 5.1882 0.030
H -3.6893 0.3167 3.5565 0.022
H -3.2334 1.9802 3.9979 0.014
H -1.9732 0.9706 7.4006 0.030
H -0.2346 0.9309 7.0285 0.015
H -1.2286 2.3080 6.4926 0.023
H -2.2014 -2.1324 4.6001 0.017
H -0.9390 -1.9982 5.8462 0.020
H -2.6321 -1.6281 6.2523 0.031
H 0.1094 3.9312 4.7743 0.020
H -0.7263 4.9147 3.5495 0.027
H -1.6247 3.6843 4.4674 0.014
H 1.5847 2.5964 0.8936 0.030
H 1.3486 4.2466 1.5200 0.031
H 2.2614 3.0533 2.4744 0.008
H -1.2841 2.2538 0.3598 0.015
H -2.5318 2.2944 1.6309 0.015
H -1.8013 3.8116 1.0505 0.029
H 1.6818 1.9702 6.3882 0.018
H 3.3841 1.7847 5.9062 0.032
H 2.2994 2.8200 4.9514 0.016
H 2.1775 -2.0883 4.9907 0.024
H 2.8837 -1.0642 6.2596 0.031
H 1.1222 -1.2908 6.1867 0.009
H 3.1006 -0.6928 2.4886 0.031
H 3.3406 1.0683 2.4587 0.014
H 4.2740 0.0613 3.5952 0.030
```

Values from the calculation:
- Energy relative to the best compared isomer or geometry (same formula, charge and spin): 1.337 eV
- Molecular weight: 728.22 g mol⁻¹
- Total charge: 0



# 3
# CH3O3

2 unconnected molecules or ions with the total composition CH3O3 in a non-equilibrium geometry (the ωB97M-V functional and the def2-TZVPD basis, the OMol25 dataset).

Geometry as XYZ:
```
7
Properties=species:S:1:pos:R:3:nbo_charge:R:1
O 2.1433 -0.6162 -0.1038 -1.013
H 1.3416 -0.6772 0.5503 0.513
O -1.4636 0.0744 -1.0287 -0.754
C -1.2174 0.5740 0.0597 0.613
O -0.2977 0.1483 0.8638 -0.848
H -1.9279 1.2258 0.5338 0.022
H 1.4217 -0.7292 -0.8751 0.468
```

Values from the calculation:
- Energy relative to the best compared isomer or geometry (same formula, charge and spin): 0.716 eV
- Molecular weight: 63.03 g mol⁻¹
- Total charge: -1



# 4
# C21H24N2O5S

C21H24N2O5S in the gas phase (the ωB97M-V functional and the def2-TZVPD basis, the OMol25 dataset).

Geometry as XYZ:
```
53
Properties=species:S:1:pos:R:3:nbo_charge:R:1
C -0.0200 -2.1993 -4.3844 -0.635
C 0.2884 -3.5476 -3.7484 -0.077
H 1.3002 -3.5470 -3.3293 0.199
H 0.1844 -4.3591 -4.4709 0.194
O -0.6417 -3.8540 -2.7083 -0.490
C -0.4111 -3.3159 -1.5111 0.756
O 0.5383 -2.6170 -1.2470 -0.612
C -1.4750 -3.6782 -0.5474 -0.246
C -1.4377 -3.1965 0.6931 -0.227
C -2.4427 -3.5131 1.7353 0.634
O -3.0330 -4.5685 1.8046 -0.572
N -2.6080 -2.5457 2.6918 -0.606
C -2.1498 -1.2287 2.6617 0.163
C -1.7480 -0.6141 3.8491 -0.228
C -1.2478 0.6741 3.8247 -0.167
C -1.1677 1.3492 2.6217 -0.367
C -1.6144 0.7775 1.4464 -0.106
C -2.1101 -0.5119 1.4640 -0.264
H -2.4788 -0.9646 0.5569 0.233
H -1.5766 1.3538 0.5366 0.243
S -0.4641 2.9866 2.5558 2.309
O -1.1593 3.7201 1.5341 -0.937
O -0.4036 3.5466 3.8739 -0.941
N 1.1281 2.6585 2.1294 -0.882
C 1.3689 2.3361 0.7626 0.132
C 1.4917 0.9938 0.4066 -0.012
C 1.6359 0.6632 -0.9355 -0.237
C 1.6956 1.6380 -1.9173 0.006
C 1.6315 2.9715 -1.5327 -0.181
C 1.4647 3.3395 -0.2075 -0.016
C 1.4067 4.7857 0.1803 -0.651
H 1.5529 5.4195 -0.6905 0.219
H 0.4380 5.0126 0.6223 0.254
H 2.1799 5.0216 0.9133 0.206
H 1.7061 3.7429 -2.2863 0.197
C 1.8351 1.2722 -3.3646 -0.632
H 2.5578 1.9197 -3.8571 0.218
H 2.1566 0.2396 -3.4717 0.215
H 0.8794 1.3914 -3.8757 0.219
H 1.7035 -0.3812 -1.2033 0.226
C 1.5584 -0.1016 1.4280 -0.632
H 2.6010 -0.3905 1.5653 0.225
H 1.0200 -0.9769 1.0730 0.219
H 1.1634 0.2168 2.3871 0.225
H 1.7154 3.3983 2.4881 0.411
H -0.9144 1.1711 4.7216 0.249
H -1.8147 -1.1572 4.7800 0.221
H -3.1243 -2.8389 3.5123 0.417
H -0.6064 -2.5707 0.9913 0.236
H -2.2736 -4.3099 -0.9036 0.238
H -1.0329 -2.1926 -4.7795 0.213
H 0.6782 -2.0108 -5.1948 0.219
H 0.0755 -1.4085 -3.6442 0.221
```

Values from the calculation:
- SMILES: CCOC(=O)/C=C/C(=O)Nc1ccc(S(=O)(=O)Nc2c(C)cc(C)cc2C)cc1
- Energy relative to the best compared isomer or geometry (same formula, charge and spin): 1.408 eV
- Molecular weight: 416.50 g mol⁻¹
- Total charge: 0



# 5
# C3H15NO3S2

4 unconnected molecules or ions with the total composition C3H15NO3S2 in a non-equilibrium geometry (the ωB97M-V functional and the def2-TZVPD basis, the OMol25 dataset).

Geometry as XYZ:
```
24
Properties=species:S:1:pos:R:3:nbo_charge:R:1
N -1.9113 -0.0300 0.3649 -0.878
C -1.1544 0.9530 -0.4239 -0.233
C -0.1470 0.2695 -1.3156 -0.591
S 1.4962 -0.0569 -0.6544 0.117
S 1.9235 1.2765 0.8052 0.036
C 2.0904 2.9568 0.0155 -0.740
H -1.3667 -0.5451 1.0404 0.377
H -2.6465 0.4363 0.8697 0.367
H -1.9006 1.4370 -1.0642 0.205
H -0.7428 1.7749 0.1740 0.181
H -0.6291 -0.6904 -1.5528 0.260
H -0.1295 0.7026 -2.3208 0.228
H 1.7574 2.9018 -1.0225 0.233
H 1.3236 3.5785 0.4851 0.219
H 3.0525 3.4484 0.1063 0.228
H 0.1194 -0.5431 2.4417 0.479
H -0.0784 -1.5004 3.5869 0.482
O -0.4742 -1.2554 2.7333 -0.959
H -2.8939 -2.1073 -2.3473 0.471
H -3.0593 -0.9476 -1.3484 0.484
O -3.2963 -1.2187 -2.2424 -0.964
H -0.4147 -3.3633 0.8743 0.479
H -1.6873 -2.5460 0.4497 0.479
O -1.0335 -3.1957 0.1700 -0.959
```

Values from the calculation:
- SMILES: CSSCCN.O.O.O
- Energy relative to the best compared isomer or geometry (same formula, charge and spin): 0.323 eV
- Molecular weight: 177.29 g mol⁻¹
- Total charge: 0